(1)
Entry from the Open Molecules 2025 dataset: a 2-piece molecular cluster, C2H8N3 overall (ωB97M-V with the def2-TZVPD basis set).

Structure (XYZ):
```
13
Properties=species:S:1:pos:R:3:forces:R:3:nbo_charge:R:1
H -1.3913 1.6175 0.4870 -2.753 1.425 0.703 0.411
C -1.8686 -0.7600 -0.0551 0.789 -1.891 2.850 -0.614
N -0.5459 1.2756 0.2247 1.086 -2.386 -1.707 -0.735
H -2.6374 -0.3032 -0.6586 0.224 -0.191 -0.790 0.273
N 0.3273 -0.9263 -0.0727 3.811 -1.433 -0.925 -0.080
C -0.5124 -0.0316 -0.0463 -2.453 2.319 0.955 0.363
H 2.6853 0.0890 -0.8051 0.506 0.787 -1.830 0.407
H 0.2454 1.7678 0.4642 1.962 1.142 0.472 0.408
H -2.1646 -0.5704 1.0365 0.140 -0.549 -1.387 0.252
H 2.5920 -1.1498 0.2215 -0.025 -0.098 -0.082 0.419
N 2.2717 -0.2073 0.0263 -2.652 -2.701 0.500 -0.790
H 2.5342 0.3392 0.7876 0.394 1.412 1.568 0.396
H -1.6414 -1.9051 -0.1223 -1.028 2.164 -0.327 0.290
```
Forces are in eV/Å.

## Properties
gap between HOMO and LUMO	9.68	eV
net charge	+1
LUMO	-5.8	eV
HOMO energy	-0.568	Eh
relative energy (zero: lowest compared OMol25 entry of this formula, charge and spin)	90.74	kcal per mole



(2)
Entry from the Open Molecules 2025 dataset: a 10-piece molecular cluster, H20O10 overall (ωB97M-V with the def2-TZVPD basis set).

Structure (XYZ):
```
30
Properties=species:S:1:pos:R:3:forces:R:3:nbo_charge:R:1
H -3.2182 -2.2916 -0.3532 -1.345 -0.556 1.084 0.454
H 2.1198 0.4714 0.0068 1.302 -1.164 1.472 0.506
H 0.7978 -1.4136 3.5218 -0.066 -0.586 0.934 0.478
H -0.8722 -3.3276 2.0558 0.720 -1.214 0.420 0.475
H 2.0118 1.8564 -0.6522 0.014 -0.128 0.126 0.496
O -2.5472 -2.0476 -0.9502 2.023 0.597 -0.275 -0.951
H 1.0038 -1.4726 0.3178 0.439 -0.884 0.093 0.492
O 2.2038 0.7994 -3.3962 0.993 0.627 0.924 -0.962
H -1.0202 2.0434 1.2028 0.071 0.820 -0.465 0.499
H -1.7742 -1.8696 -0.3562 -0.886 -0.308 -0.862 0.491
O 1.7198 0.9374 -0.6922 -0.795 1.393 -1.155 -0.951
H 0.2928 0.1844 -0.2012 -1.442 -1.183 0.526 0.494
O 1.8658 -1.9636 0.3508 -0.195 0.793 0.512 -0.975
H 3.0608 1.2944 -3.3072 -1.249 -0.836 -0.200 0.459
H -0.1732 2.8124 -1.4202 0.009 -0.463 -0.403 0.468
H -0.1072 -0.1296 3.2628 1.622 -0.990 -0.344 0.498
H -0.7742 4.0884 -1.9772 -0.102 -0.072 0.026 0.474
O -1.1812 -2.4776 1.8228 -1.328 1.184 -0.412 -0.967
H -0.8342 0.1004 -1.4612 -0.668 -0.118 -1.317 0.473
H 2.1448 -1.8396 1.2728 -0.082 -0.158 -0.423 0.457
H -0.2162 -0.0916 -2.8442 0.477 -0.395 -0.550 0.460
H 1.9418 0.6124 -2.4602 0.402 0.171 -1.109 0.486
H -0.9342 -0.0426 0.7448 0.021 -0.230 -0.156 0.512
O 0.7118 -0.6426 2.9828 -1.384 1.772 -0.310 -0.959
O -1.3472 1.3164 1.7168 -0.085 -0.578 0.837 -0.967
O -0.9302 0.3574 -2.4112 -0.178 0.578 0.986 -0.963
H -0.6032 -1.7946 2.1728 0.429 -0.295 -0.110 0.476
O -0.9472 3.3714 -1.3572 0.011 0.447 0.400 -0.941
O -0.4102 -0.5086 0.0658 1.488 1.615 -0.166 -1.009
H -1.9842 1.6664 2.3418 -0.215 0.161 -0.081 0.496
```
Forces are in eV/Å.

## Properties
gap between HOMO and LUMO	9.62	eV
LUMO	-0.4	eV
HOMO energy	-0.367	Eh
relative energy (zero: lowest compared OMol25 entry of this formula, charge and spin)	76.98	kcal per mole
SMILES	O.O.O.O.O.O.O.O.O.O



(3)
Entry from the Open Molecules 2025 dataset: CH2ClOP as an isolated structure (ωB97M-V with the def2-TZVPD basis set).

Structure (XYZ):
```
6
Properties=species:S:1:pos:R:3:forces:R:3:mulliken_spin:R:1
P 1.1946 -0.7043 0.5931 1.445 -1.915 1.881 1.015
H 1.6173 -0.1278 -0.5473 0.621 0.521 -1.604 -0.019
O -0.8395 0.9057 -1.2480 -0.053 -1.219 1.141 0.197
Cl -2.2813 -0.7490 0.4350 -0.177 -0.073 0.014 0.405
C -0.8512 0.1170 -0.3911 -1.673 2.069 -1.974 0.421
H 1.1602 0.5584 1.1583 -0.163 0.618 0.542 -0.019
```
Forces are in eV/Å.

## Properties
spin multiplicity	3
gap between HOMO and LUMO (alpha / beta)	7.47 / 7.43	eV
<S²>	2.0074
LUMO (alpha / beta)	0.3 / -3.3	eV
HOMO energy (alpha / beta)	-0.262 / -0.394	Eh
relative energy (zero: lowest compared OMol25 entry of this formula, charge and spin)	34.67	kcal per mole



(4)
Entry from the Open Molecules 2025 dataset: C3H5BrClGdNO2Si as an isolated structure (ωB97M-V with the def2-TZVPD basis set).

Structure (XYZ):
```
15
Properties=species:S:1:pos:R:3:forces:R:3:mulliken_spin:R:1
O -1.3961 -2.1999 -1.6183 1.195 -0.733 -1.794 0.153
H 1.2605 1.5293 0.3741 0.578 0.327 -0.093 0.013
C -0.6529 0.8575 0.4433 0.231 -0.344 -0.750 0.414
Si 1.5509 -0.8118 -0.2679 2.187 -0.158 0.341 -0.005
N -0.1915 -2.0161 -1.7276 0.094 -0.203 0.738 -0.020
C 0.6376 0.8854 -0.2323 -1.043 0.158 0.137 0.012
O 0.3367 -2.0879 -0.5305 -0.217 0.843 -0.383 -0.073
H 0.5771 1.3315 -1.2301 0.057 -0.276 -0.559 0.051
H -1.3943 0.0396 0.2126 1.101 0.613 0.726 0.185
Cl 2.8086 -0.8254 -1.7992 -0.309 0.012 0.152 -0.004
Br 2.4191 -1.1641 1.6839 -0.534 0.001 -0.536 0.000
C -0.9525 1.8094 1.4003 -0.333 -0.299 0.414 0.471
Gd -2.8871 -1.7010 -0.2498 -2.938 -0.641 1.100 5.706
H -1.2655 2.8007 1.0903 0.781 0.696 0.067 0.047
H -0.8506 1.5526 2.4512 -0.850 0.004 0.440 0.051
```
Forces are in eV/Å.

## Properties
spin multiplicity	8
gap between HOMO and LUMO (alpha / beta)	6.87 / 7.06	eV
net charge	+3
<S²>	15.7802
LUMO (alpha / beta)	-14.5 / -14.3	eV
HOMO energy (alpha / beta)	-0.784 / -0.784	Eh



(5)
Entry from the Open Molecules 2025 dataset: C42H48GeN3OPtTe as an isolated structure (ωB97M-V with the def2-TZVPD basis set).

Structure (XYZ):
```
97
Properties=species:S:1:pos:R:3:forces:R:3:mulliken_spin:R:1
H -0.3389 -2.6345 -1.3855 0.024 -0.157 0.164 -0.013
C -0.8132 -1.4379 3.8281 -0.084 -0.021 -0.065 0.019
H -7.0991 2.2618 -3.1176 -0.006 -0.002 -0.003 0.000
C -0.3982 0.9029 3.7614 -0.094 -0.015 -0.024 -0.005
H -0.3636 1.0014 -4.6124 0.009 -0.008 -0.006 0.000
H -1.2173 -2.3002 1.8805 0.086 0.003 -0.025 0.014
H 2.4106 -2.0261 2.2521 0.032 -0.007 -0.011 0.002
O -0.1972 0.1471 -2.2765 0.113 -0.096 0.147 0.003
H -4.9905 -1.0766 -0.3135 -0.007 -0.050 -0.002 0.000
C -1.0565 -2.1394 -0.7196 -0.034 0.326 -0.190 0.929
C 0.2652 1.8669 -4.4464 -0.073 0.037 -0.011 -0.004
H -1.3604 4.2231 -3.4341 -0.001 -0.030 -0.008 0.000
H -4.1348 2.3802 1.6925 -0.024 -0.013 0.001 0.000
H 2.5398 4.9002 -3.7581 0.003 0.004 -0.003 0.000
H -3.3282 10.8407 0.2784 0.001 -0.002 0.001 0.000
C 1.6015 3.6919 -5.2659 -0.007 -0.001 -0.009 -0.001
C -6.3643 1.5120 -2.8126 0.008 0.004 -0.014 0.001
C -1.7423 8.5510 -1.3223 -0.007 -0.036 -0.008 0.002
H -0.3509 -0.2556 5.5695 0.018 0.004 -0.003 0.000
H -5.3274 1.2421 -0.3124 0.007 0.029 -0.004 0.000
H -3.2560 -0.0525 -2.6998 0.008 -0.003 -0.023 -0.015
H -4.4308 10.4037 -1.0217 0.001 -0.001 -0.002 0.000
C -5.1357 2.1593 -2.2313 -0.006 0.062 -0.033 0.000
H -0.0718 6.0217 -2.6120 -0.010 0.015 -0.008 -0.001
H -4.3761 4.9359 0.4055 -0.008 -0.028 -0.019 0.000
C 0.0086 6.9354 -2.0234 -0.017 0.002 0.022 0.003
H -4.4531 8.2557 0.6416 0.001 -0.003 0.004 0.000
H -4.3202 -2.3002 0.7879 0.003 -0.017 -0.019 0.000
H -3.5302 -0.7226 0.6259 -0.070 -0.013 0.032 -0.013
C 2.4284 1.3201 1.5372 0.055 0.043 0.072 0.003
H -3.0652 1.0873 1.1405 0.043 0.063 -0.028 -0.002
C 1.8933 4.0533 -3.9571 -0.013 -0.020 0.018 0.000
C -3.1066 6.6601 0.1625 -0.001 -0.070 0.045 -0.003
H 1.6045 3.5929 -1.8769 -0.025 -0.010 0.022 0.001
C -2.8195 3.3513 -1.1638 0.049 0.021 -0.193 0.002
H -6.8376 0.8499 -2.0868 0.004 -0.007 0.001 0.000
H -4.6337 3.2118 -4.0297 0.001 -0.001 -0.006 0.000
C -3.8813 5.6918 1.0162 0.017 -0.024 -0.005 0.000
C 2.8097 -0.4717 3.6372 -0.034 -0.059 -0.092 0.001
H 2.9371 -1.1580 4.4689 0.001 -0.012 -0.008 0.000
C -0.5166 -0.2607 4.4997 0.009 0.033 -0.005 0.002
C 2.5212 -0.9560 2.3970 -0.052 0.007 0.113 -0.006
H -2.7969 10.9567 -1.4002 0.000 0.001 -0.001 0.000
H 2.2125 2.0137 0.7310 0.028 0.008 -0.006 0.001
N -0.8989 -0.2821 1.7427 0.632 -0.096 -0.090 -0.002
H -0.4937 1.7353 1.7696 0.058 -0.061 0.001 -0.002
H -2.4589 5.5454 -3.0616 0.002 -0.015 -0.018 0.000
H -4.6408 6.2118 1.6037 0.006 -0.002 0.011 0.000
C 2.0092 -0.5937 0.0062 1.230 -0.041 0.187 -0.001
H -2.4182 2.7020 1.4154 -0.055 0.016 -0.004 0.001
C 0.7899 2.5900 -5.5080 -0.001 0.003 0.022 0.002
C 0.5289 2.2413 -3.1305 -0.126 -0.071 -0.050 0.001
H -2.6145 -1.3101 -3.7580 -0.006 -0.023 0.000 0.005
C -0.5897 0.8552 2.3928 -0.029 0.069 0.015 -0.001
C 2.3520 -0.0949 1.2452 -0.333 -0.090 -0.103 0.010
H 2.0863 -1.6690 -0.1283 -0.192 0.015 -0.074 0.001
H 2.1890 0.0015 -0.8821 -0.306 0.090 0.027 -0.001
H 2.0138 4.2590 -6.0928 -0.003 0.002 -0.002 0.000
N 3.5495 1.8080 6.2196 0.008 0.012 0.082 0.000
N -0.3205 1.8502 -0.8199 0.401 -0.204 0.090 0.020
H 0.5697 2.2923 -6.5270 -0.010 0.005 -0.002 0.000
Ge -2.8794 -2.1573 -1.3444 -0.121 -0.382 0.551 -0.056
Pt -0.5399 -0.2536 -0.2770 -1.178 0.176 -0.612 0.007
H -3.3938 -4.6223 -0.8006 -0.002 0.005 0.008 -0.002
H -4.3303 -1.3591 -3.2702 -0.011 0.021 -0.016 0.000
C 1.3638 3.3288 -2.8971 0.071 0.036 -0.012 0.003
H -4.6782 -3.9487 -1.8225 -0.001 -0.003 -0.003 0.000
H -3.1424 -4.4569 -2.5447 0.000 -0.012 0.012 -0.003
C -3.3150 -1.1146 -2.9454 0.117 0.138 -0.090 0.067
C -3.5556 7.9759 0.0946 -0.016 0.015 -0.046 0.001
C 2.9304 0.9181 3.8813 0.162 0.099 0.248 0.001
C 2.7204 1.7914 2.7847 -0.029 -0.008 -0.087 -0.005
C -4.3520 3.0147 -2.9990 -0.018 -0.055 0.004 -0.001
H -0.8932 -2.3824 4.3500 -0.007 0.008 0.010 0.000
C -3.3869 10.3609 -0.7021 -0.001 -0.008 -0.001 0.001
C -1.2685 7.2370 -1.2708 0.031 0.025 -0.014 -0.002
C -3.5972 2.4979 -0.3800 0.006 -0.049 0.070 0.002
C -2.8871 8.9402 -0.6487 -0.019 -0.003 0.015 -0.002
H 0.8463 6.7851 -1.3369 -0.005 -0.017 0.002 0.000
C -3.5963 -3.9893 -1.6669 0.062 -0.044 -0.172 0.011
C -2.4127 4.5095 -3.4068 -0.019 0.019 0.024 -0.001
C -4.7434 1.9181 -0.9302 0.004 -0.001 0.060 -0.003
H -0.1267 1.8426 4.2209 0.014 -0.012 0.014 0.000
H -2.8125 4.4626 -4.4211 0.005 0.007 -0.009 0.000
C -4.0669 -1.5010 0.0866 0.007 0.021 0.041 0.026
H -3.2124 5.1602 1.6953 0.007 -0.034 -0.005 0.000
C -3.2800 2.1510 1.0493 -0.076 0.106 -0.015 0.001
C 3.2706 1.4074 5.1669 -0.102 -0.061 -0.241 0.000
C -3.2019 3.6074 -2.4951 -0.007 0.031 0.035 0.000
C -0.9887 -1.4130 2.4567 -0.189 0.009 0.039 -0.006
H -6.1137 0.9187 -3.6950 0.015 -0.009 0.011 0.000
C -0.0430 1.4335 -2.0035 0.064 0.129 0.235 0.003
H 2.7663 2.8623 2.9559 0.010 0.005 -0.014 0.000
C -1.9520 6.2567 -0.5314 0.213 -0.038 0.072 0.009
Te -1.0098 4.1999 -0.4349 -0.212 0.319 -0.022 -0.003
H -1.1960 9.2864 -1.9079 0.000 -0.003 -0.002 0.000
H 0.2653 7.7640 -2.6873 0.001 0.008 0.008 0.000
```
Forces are in eV/Å.

## Properties
spin multiplicity	2
gap between HOMO and LUMO (alpha / beta)	4.11 / 4.09	eV
net charge	-2
<S²>	0.7561
LUMO (alpha / beta)	3.9 / 3.9	eV
HOMO energy (alpha / beta)	-0.007 / -0.006	Eh
relative energy (zero: lowest compared OMol25 entry of this formula, charge and spin)	18.06	kcal per mole



(6)
Entry from the Open Molecules 2025 dataset: C42H37P2PrS as an isolated structure (ωB97M-V with the def2-TZVPD basis set).

Structure (XYZ):
```
83
Properties=species:S:1:pos:R:3:forces:R:3:mulliken_spin:R:1
C 1.2530 4.3499 2.2393 -0.071 -0.172 0.014 0.000
C -1.5086 -3.0892 -1.7436 0.471 0.192 -0.638 0.001
C 6.0124 0.0357 -0.8161 -0.195 -1.074 0.225 0.000
H -5.2290 0.4887 -4.5663 0.391 0.233 0.191 0.000
H 4.0579 0.7180 -4.9825 -0.080 -0.136 -0.049 0.000
C -4.7666 0.9559 4.4778 0.402 0.338 0.126 -0.001
H -0.1384 1.5118 -4.6007 0.283 0.018 0.263 0.000
C 0.3349 2.2246 2.9582 -0.033 -0.040 -0.208 -0.001
C 3.5283 -1.3079 -0.3653 0.181 1.310 -0.425 0.000
C -2.9734 2.8559 -3.5606 -0.103 -0.166 0.091 0.000
C 4.7695 -1.9738 -0.3172 -0.672 -0.363 -0.148 0.000
S 2.2376 1.3907 -0.6461 -0.433 -1.278 0.527 -0.032
H -2.0520 2.9633 3.8269 -0.430 -0.660 0.012 0.000
C 0.6040 -0.1445 -3.4148 0.215 0.039 -0.301 -0.004
H -5.7648 1.0269 4.9120 0.290 -0.120 -0.127 0.000
C -4.1479 2.3145 -4.0941 0.119 -0.426 -0.004 0.000
P -0.8478 -0.4229 -2.2930 -0.271 -0.597 -1.460 0.001
H 4.9004 1.8198 -0.9604 -0.517 -0.563 0.099 0.000
C 3.0848 0.4363 -4.5959 -0.051 0.145 0.266 0.000
C -4.3218 0.9242 -4.1329 0.284 0.039 0.181 0.000
C -3.3427 0.0694 -3.6019 0.123 0.333 0.286 0.000
C -2.6840 2.0571 3.8645 0.075 -0.506 -0.340 -0.001
H 2.4798 5.3606 3.6830 -0.118 -0.108 0.020 0.000
H 2.1705 -0.4749 2.3084 -0.482 -0.237 0.565 -0.004
H 4.6533 -3.0448 -0.1550 0.622 0.130 -0.066 0.000
H -1.4119 -2.7717 -0.7063 -0.084 -0.112 0.051 0.000
H 3.7880 -1.3587 -3.6033 -0.155 0.156 -0.185 0.000
H 6.9835 0.5070 -1.0321 -0.732 -0.015 0.138 0.000
H -1.4712 -1.7824 -4.9151 0.089 -0.296 0.409 0.000
H 2.1379 3.6712 5.4809 -0.216 -0.040 -0.384 0.000
H 1.9667 -3.7338 5.0723 -0.098 0.237 -0.082 0.000
C -0.2364 -1.1647 4.6703 0.078 -0.024 -0.337 0.003
H -3.8141 -0.4348 0.4280 0.000 0.197 -0.072 0.000
H 0.7091 1.6726 5.0291 0.134 0.161 -0.259 0.000
C -1.8617 -3.8522 -4.4149 0.143 0.416 0.122 0.000
H -2.1615 -5.8374 -3.6392 0.003 0.084 0.091 0.000
C -1.5418 -2.5208 -4.1066 0.111 -0.413 0.098 0.000
H -0.0480 -2.7419 6.1323 0.156 0.197 -0.192 0.000
H 1.5894 -1.9361 -2.6833 -0.020 0.131 -0.014 -0.001
H 2.0775 2.1159 -5.5104 -0.028 -0.243 0.084 0.000
C 1.6725 3.5377 4.5002 -0.299 -0.230 -0.312 0.000
H -4.9338 2.9632 -4.4854 0.313 -0.154 0.112 0.000
H -2.8355 3.9344 -3.5318 -0.015 -0.203 -0.062 0.000
C 1.9783 1.2444 -4.8660 -0.054 -0.374 0.047 -0.001
C 2.1055 -2.2304 3.5360 0.279 0.385 -0.111 -0.004
C 5.9885 -1.3515 -0.5499 -0.445 -0.040 0.073 -0.002
C -2.1715 0.6209 -3.0218 -0.404 0.290 -0.193 -0.001
C -1.9882 2.0247 -3.0281 -0.359 -0.493 0.093 0.000
C 0.7384 0.9328 -4.3140 -0.223 -0.218 0.352 0.001
H 1.3659 5.1014 1.4534 0.073 -0.185 0.407 0.000
C 0.8877 2.4059 4.2394 0.120 0.198 -0.191 0.000
H 6.8867 -1.9691 -0.5466 -0.163 0.344 0.012 0.000
C 0.3682 -2.2879 5.2329 0.445 -0.022 -0.279 -0.001
Pr 0.9385 -0.6707 0.2385 -0.705 1.146 -0.852 2.047
H -3.5253 -1.0162 -3.6281 0.209 0.691 0.098 0.000
H -1.0730 -0.6877 5.1896 0.103 -0.319 -0.462 0.000
C 1.5120 -1.0891 2.9766 -0.143 -0.219 0.305 0.013
H 3.0620 -2.5610 3.1013 -0.496 -0.021 0.509 0.000
H -2.6653 -1.2789 2.9795 -0.151 0.281 0.148 0.000
C 4.8134 0.7368 -0.7924 0.220 -0.032 0.134 0.001
C 3.5331 0.1211 -0.5799 1.032 0.229 -0.242 0.000
C 1.5151 -2.8395 4.6452 -0.070 -0.154 -0.165 -0.001
C 1.7019 -1.0026 -3.2452 -0.065 0.299 0.188 0.002
C 0.5027 3.2088 1.9684 0.029 -0.326 0.327 -0.001
C -4.2857 -0.2691 3.9930 0.086 0.391 -0.242 0.000
C -3.9642 2.1110 4.4397 0.261 -0.290 -0.180 0.000
C -1.9493 -4.8037 -3.3910 0.067 0.446 0.050 0.000
C 0.2663 -0.6173 3.4757 0.444 0.390 0.177 -0.007
H -4.9096 -1.1600 4.0274 0.122 0.206 0.078 0.000
H -2.0286 -4.1363 -5.4613 0.076 0.089 0.526 0.000
H 0.0453 3.0540 0.9892 0.140 0.153 0.184 0.001
C 2.9413 -0.7041 -3.8094 -0.125 -0.011 0.000 0.001
C -3.0273 -0.3333 3.3947 0.006 0.661 -0.040 -0.001
C -2.2279 0.8305 3.3113 -0.402 0.113 0.197 -0.003
H -1.8628 -5.1333 -1.2533 -0.065 -0.056 -0.165 0.000
H -4.3121 3.0682 4.8532 0.057 -0.595 -0.217 0.000
P -0.5937 0.6954 2.4897 0.352 0.630 1.277 -0.004
C 1.8568 4.4913 3.4924 -0.063 -0.009 -0.087 0.000
C -1.3213 -2.1504 -2.7651 -0.286 0.403 0.020 -0.005
H -1.0746 2.4638 -2.6160 -0.320 -0.134 -0.063 0.000
C -1.7772 -4.4141 -2.0606 -0.154 -0.237 -0.035 0.001
H -3.8096 0.2882 0.2327 0.022 -0.196 0.020 0.000
H 2.6418 -2.0057 -0.4399 1.168 0.405 -0.003 0.000
```
Forces are in eV/Å.

## Properties
spin multiplicity	3
gap between HOMO and LUMO (alpha / beta)	6.79 / 7.42	eV
net charge	+2
<S²>	2.0059
LUMO (alpha / beta)	-6.8 / -6.2	eV
HOMO energy (alpha / beta)	-0.500 / -0.500	Eh